{"formula": "C3H5F5N2O3S2", "method": "ωB97M-V/def2-TZVPD", "elements": ["S", "S", "F", "F", "F", "F", "F", "O", "O", "O", "N", "N", "C", "C", "C", "H", "H", "H", "H", "H"], "positions_angstrom": [[0.49, 0.97, 0.12], [-2.55, 0.58, -0.10], [-3.35, -1.96, 0.79], [3.06, -0.13, 1.48], [3.80, 0.33, -0.49], [-1.32, -1.45, 1.10], [-1.96, -1.87, -0.90], [-2.44, 0.42, -1.54], [0.24, 1.11, -1.44], [-3.70, 1.17, 0.53], [1.18, 2.10, 0.82], [-1.29, 1.31, 0.60], [2.58, -1.64, -0.34], [-2.34, -1.31, 0.25], [3.08, -0.57, 0.26], [1.69, 2.79, 0.33], [-1.42, 1.77, 1.45], [2.86, -2.04, -1.28], [1.85, -2.14, 0.38], [-0.45, 0.56, -2.00]], "lowdin_charge": [0.879, 0.677, 0.175, 0.142, 0.053, 0.102, 0.121, -0.306, -0.329, -0.273, -0.251, -0.286, 0.072, -0.650, -0.509, 0.017, 0.062, 0.070, 0.102, 0.132], "homo_ev": -9.7, "de_lowest_kj_mol": 62.7, "total_charge": 0, "gap_ev": 10.1, "fmax_ha_per_bohr": 0.0722}